This record from the Open Molecules 2025 dataset describes C18H35BaF5NO8Te as an isolated structure in a non-equilibrium geometry. The level of theory is ωB97M-V with the def2-TZVPD basis set.

The geometry in XYZ format:
```
69
Properties=species:S:1:pos:R:3:forces:R:3:nbo_charge:R:1
O 0.629 2.731 2.003 -0.06 0.05 0.16 -0.580
N -0.989 -0.239 -3.649 0.12 0.08 -0.23 -0.601
H 2.239 -3.781 0.589 -0.01 -0.01 0.01 0.199
C -3.083 -0.297 -4.981 0.00 -0.01 0.00 -0.413
H -0.723 -2.822 -4.327 0.00 0.00 -0.01 0.227
Te -2.358 2.548 -1.345 0.55 -0.53 -0.16 3.417
F -1.825 4.094 -0.421 -0.05 -0.19 0.24 -0.625
C 3.719 0.795 2.211 -0.02 0.01 -0.02 -0.094
C -1.346 -0.494 3.576 -0.03 0.01 -0.01 -0.089
H -1.220 0.700 -5.473 0.00 0.00 -0.01 0.222
C 1.558 2.993 3.048 0.04 0.02 -0.05 -0.099
H -3.416 -0.557 -5.990 0.01 -0.01 -0.01 0.210
O -0.648 -1.255 -1.679 0.25 0.04 0.65 -0.755
Ba 0.198 0.375 0.546 0.04 -0.18 -1.16 1.852
H 2.046 -2.330 2.655 0.00 -0.01 0.01 0.183
F -2.374 1.180 0.074 -0.38 0.67 0.41 -0.702
H -3.501 0.683 -4.747 -0.01 -0.02 -0.02 0.224
C 3.402 -0.305 -0.876 -0.03 0.04 -0.01 -0.090
C -0.752 2.904 2.297 -0.20 0.15 0.03 -0.096
C -2.881 -2.663 -4.003 -0.01 0.01 -0.02 -0.397
C -0.996 -1.320 -2.864 -0.05 0.06 -0.13 0.712
H 3.599 -2.438 -0.907 -0.01 0.00 0.00 0.198
C 1.465 -3.016 0.686 -0.04 0.00 -0.03 -0.092
H -1.116 2.243 4.351 0.04 -0.06 0.02 0.186
H 4.111 -0.223 2.198 0.00 0.00 0.00 0.187
H -1.242 -3.399 -2.754 0.00 -0.01 0.00 0.232
C -3.609 -1.318 -3.971 0.01 -0.02 0.02 -0.411
C -1.412 -2.628 -3.502 -0.05 0.05 0.04 -0.510
H 0.906 -3.698 2.638 0.00 -0.01 0.00 0.197
H 1.122 3.651 3.805 -0.01 -0.01 0.00 0.197
H 2.828 -0.293 -1.804 0.00 -0.01 0.00 0.214
H -2.200 -0.717 2.925 -0.02 -0.02 0.03 0.199
H 4.446 -0.096 -1.121 0.02 -0.04 0.04 0.199
O 0.086 -1.839 2.229 -0.01 -0.10 0.09 -0.595
C -1.304 1.916 3.324 0.11 0.08 -0.07 -0.108
H 4.774 1.377 0.422 0.01 0.00 0.01 0.195
O -0.645 2.027 -1.543 -0.26 0.03 -0.37 -1.220
C 3.245 -1.660 -0.223 -0.02 -0.01 -0.01 -0.089
H -0.814 -2.532 3.967 0.02 -0.02 -0.01 0.199
H -1.244 2.773 1.337 -0.06 -0.02 0.17 0.205
C 3.756 1.402 0.821 -0.05 0.02 -0.01 -0.092
H 0.561 -3.365 0.185 0.01 0.00 -0.01 0.222
C -0.349 -1.625 3.568 -0.02 0.04 0.01 -0.084
O 2.385 0.724 2.706 0.07 0.00 0.09 -0.576
H 3.818 -1.736 0.707 0.01 0.00 0.00 0.172
H -1.719 -0.341 4.592 0.05 0.04 0.01 0.204
F -3.997 3.031 -0.654 -0.16 -0.14 -0.02 -0.587
O 2.860 0.740 -0.067 0.16 0.00 -0.12 -0.592
H 2.905 1.915 4.330 0.00 0.00 0.01 0.190
F -2.625 3.573 -2.860 0.09 0.15 0.10 -0.604
O -0.666 0.662 3.094 -0.28 -0.07 -0.01 -0.615
H 0.511 -1.360 4.193 0.00 -0.02 0.01 0.189
F -3.283 1.235 -2.293 0.15 0.04 0.06 -0.624
H 3.432 2.443 0.852 0.00 0.00 -0.01 0.202
H -3.545 -0.895 -2.966 -0.01 -0.07 -0.06 0.215
H 4.353 1.382 2.881 0.00 0.01 -0.01 0.194
H -0.735 0.637 -3.208 -0.06 -0.03 0.15 0.431
C -1.556 -0.217 -4.992 -0.02 -0.02 0.02 -0.225
H -3.436 -3.366 -3.382 0.00 0.00 0.00 0.219
O 1.858 -1.816 0.027 0.01 0.02 0.10 -0.590
C 2.045 1.702 3.688 -0.01 0.01 -0.02 -0.089
H -1.133 -1.044 -5.565 0.00 -0.01 0.00 0.195
H -2.906 -3.066 -5.018 0.01 -0.01 0.00 0.208
H 2.390 3.531 2.589 0.00 0.01 0.00 0.195
C 1.174 -2.758 2.146 -0.02 0.00 -0.02 -0.092
H -4.671 -1.485 -4.157 0.00 0.00 -0.01 0.224
H 1.266 1.256 4.300 -0.01 -0.01 -0.01 0.201
H -2.385 1.839 3.176 -0.01 0.00 0.03 0.212
H -0.985 3.927 2.605 0.16 0.01 0.07 0.211
```
Positions in Å, forces in eV/Å.

Summary:
**Highest occupied orbital energy**: -11.765 eV
**Net charge**: +1
**Frontier orbital gap**: 9.26 eV
**Max |F|**: 1.18 eV/A
**LUMO**: -2.50 eV
**Multiplicity**: 1
**ΔE to the lowest compared entry with this formula, charge and spin**: 89.5 kJ/mol


This record from the Open Molecules 2025 dataset describes C18H35Br3Cl12OSi as an isolated structure in a non-equilibrium geometry. The level of theory is ωB97M-V with the def2-TZVPD basis set.

The geometry in XYZ format:
```
70
Properties=species:S:1:pos:R:3:forces:R:3:nbo_charge:R:1
C 3.235 6.296 2.700 0.03 0.06 -0.07 -0.385
C -3.184 -0.599 -4.750 -0.12 0.56 -0.01 -1.028
H 1.707 6.373 1.216 0.03 0.00 -0.02 0.222
Br -6.472 -1.072 -4.330 0.10 0.11 0.15 0.004
Cl 7.120 -0.796 2.205 0.03 -0.04 0.00 -0.075
Cl 1.575 1.063 1.470 0.09 -0.16 -0.10 -0.071
H 3.623 0.011 3.053 -0.01 -0.06 0.02 0.229
Br -4.256 2.433 -5.950 -0.17 -0.29 0.04 -0.302
Cl -3.655 -3.670 4.857 -0.02 -0.01 0.00 -0.066
O -2.948 -0.334 -2.393 -0.08 0.34 -0.58 -0.539
H -1.157 0.473 0.871 0.02 0.00 0.05 0.225
Cl 1.730 4.141 1.933 0.03 0.21 0.05 -0.060
H 4.719 0.796 1.914 0.03 0.03 0.01 0.225
C -3.390 -1.020 4.230 0.07 0.04 -0.01 -0.385
H 3.319 7.381 2.716 -0.03 0.01 0.02 0.224
H -3.244 1.292 -3.505 0.00 0.08 -0.18 0.131
H -3.032 -0.295 3.502 -0.01 -0.01 -0.03 0.221
H -1.685 0.702 -7.222 0.20 -0.03 -0.08 0.247
H -2.149 -0.865 -4.980 0.11 0.05 -0.08 0.270
H -2.273 -0.908 -7.731 0.17 -0.08 0.02 0.243
Cl 5.253 1.287 4.156 0.00 0.03 -0.01 -0.070
H 1.835 3.622 5.015 0.00 -0.04 -0.07 0.239
Cl 0.476 0.383 6.156 -0.03 -0.03 0.00 -0.073
Cl 7.374 -7.342 2.539 -0.01 -0.01 0.00 -0.058
H -5.261 -1.664 -7.082 0.08 -0.09 -0.13 0.249
H -8.519 -0.469 -7.381 0.01 0.08 -0.06 0.229
H -3.699 -1.527 -4.526 -0.03 -0.15 -0.02 0.285
C -5.450 -0.599 -6.957 -0.17 0.49 0.62 -0.744
H -8.587 -1.554 -5.999 -0.08 0.04 0.10 0.233
H 1.481 -0.151 -0.550 0.02 -0.05 0.07 0.224
H -6.980 0.639 -6.081 0.23 0.13 0.33 0.231
H -2.804 -0.918 5.139 -0.03 -0.01 0.03 0.229
H 4.028 5.893 2.075 0.01 -0.06 0.02 0.224
Si -3.883 0.248 -6.293 0.58 -0.24 -0.42 1.574
Br -5.795 0.143 -8.735 0.03 -0.07 -0.08 0.026
C 1.875 5.902 2.183 -0.06 0.04 -0.01 -0.394
C -3.131 0.199 -3.469 0.13 -0.64 0.93 0.454
H 4.972 -1.713 2.022 -0.03 0.00 -0.07 0.232
C 7.485 -4.666 1.990 0.09 0.10 -0.02 -0.385
H -7.603 -1.962 -7.401 0.01 -0.12 0.04 0.213
Cl -5.077 -0.584 4.614 -0.01 0.01 0.01 -0.066
C 1.396 1.538 5.151 0.10 -0.05 -0.01 -0.391
H 1.086 6.208 2.864 0.01 -0.05 0.05 0.228
Cl 5.747 -4.368 2.256 -0.02 -0.14 0.01 -0.070
C -3.278 -2.407 3.655 0.06 -0.01 -0.06 -0.387
Cl 3.520 5.731 4.366 0.02 -0.01 0.01 -0.061
C 7.744 -6.026 1.397 0.03 -0.01 -0.05 -0.388
H 5.478 -1.570 3.705 0.05 0.01 0.03 0.228
H -2.861 0.534 -8.548 0.04 0.14 -0.06 0.259
H 7.150 -6.186 0.501 -0.05 -0.01 0.02 0.223
H -1.048 -0.378 -0.672 0.02 -0.02 -0.01 0.248
C 5.440 -1.057 2.749 -0.08 0.10 0.05 -0.384
H 1.112 1.360 4.118 -0.09 0.07 -0.01 0.226
C -0.522 -0.158 0.256 -0.16 -0.01 -0.13 -0.392
H 2.451 1.295 5.271 0.01 0.03 0.04 0.230
H -2.256 -2.577 3.322 0.04 0.01 0.02 0.230
Cl -0.500 3.513 5.222 -0.02 0.00 -0.02 -0.072
H 7.990 -4.545 2.944 -0.04 -0.03 0.04 0.226
C -2.540 0.139 -7.589 -0.51 0.02 0.22 -1.145
H 7.836 -3.892 1.310 -0.02 0.00 -0.02 0.230
C -7.936 -1.146 -6.762 0.16 -0.05 -0.08 -0.636
C 4.667 0.230 2.840 0.00 0.02 0.02 -0.386
H 1.340 3.095 6.630 -0.06 0.00 0.02 0.222
H 0.630 1.396 -0.652 -0.04 0.03 0.06 0.227
C -6.730 -0.415 -6.148 -0.63 -0.25 -0.67 -0.253
Cl -0.293 -1.705 1.116 -0.01 -0.03 0.03 -0.069
H -3.947 -2.543 2.810 -0.05 -0.01 0.03 0.221
H 8.798 -6.113 1.139 0.02 0.02 0.03 0.224
C 1.164 2.966 5.565 0.07 0.02 0.02 -0.391
C 0.792 0.513 -0.035 -0.06 0.03 -0.08 -0.379
```
Positions in Å, forces in eV/Å.

Summary:
**Highest occupied orbital energy**: -10.191 eV
**Frontier orbital gap**: 10.38 eV
**Max |F|**: 1.14 eV/A
**LUMO**: 0.18 eV
**Multiplicity**: 1
**ΔE to the lowest compared entry with this formula, charge and spin**: 0.0 kJ/mol


This record from the Open Molecules 2025 dataset describes a 4-piece molecular cluster, C18H35Br6N3O2S overall in a non-equilibrium geometry. The level of theory is ωB97M-V with the def2-TZVPD basis set.

The geometry in XYZ format:
```
65
Properties=species:S:1:pos:R:3:forces:R:3:nbo_charge:R:1
C -0.202 -1.538 -0.738 -0.03 -0.70 -0.62 -0.408
H -5.563 0.803 3.270 0.08 0.02 0.09 0.234
H 6.230 2.285 0.950 -0.01 0.08 -0.05 0.253
S 3.594 -3.718 1.510 0.47 0.88 -0.30 0.231
C -0.967 -0.819 -1.922 1.83 -0.44 0.43 -0.414
C 1.952 -3.592 0.653 0.15 0.43 0.04 -0.516
H -4.458 3.604 -1.122 0.03 0.06 0.11 0.237
C 1.147 -4.948 0.639 -0.73 1.04 -0.58 -0.419
H 0.408 -2.352 -1.226 -0.49 0.79 0.53 0.182
H 1.363 -2.838 1.233 0.59 -0.54 -0.76 0.223
N 5.297 -0.247 0.850 -1.24 1.91 0.38 -0.306
H 2.180 -3.214 -0.379 -0.40 -0.34 1.01 0.224
H 0.259 1.134 -4.346 -0.86 -0.48 0.13 0.172
C -0.442 0.260 -4.264 0.50 -0.78 -0.24 -0.076
H 7.236 3.605 1.583 -0.05 0.03 -0.07 0.231
H -0.248 -4.080 2.133 -0.27 -0.58 -0.60 0.205
C -1.971 1.942 -3.532 -1.01 0.15 0.46 -0.263
Br -4.476 -1.408 3.648 -0.07 0.03 -0.02 -0.022
Br -2.946 2.193 0.269 -0.06 -0.03 0.02 -0.019
H -3.283 0.684 5.342 -0.08 -0.03 -0.10 0.231
H 0.978 -2.610 -3.276 -0.46 -0.02 -0.11 0.363
C -4.555 0.537 3.582 0.20 -0.17 -0.11 -0.446
N 0.308 -2.037 -3.783 0.29 0.59 0.35 -0.852
H 3.573 1.084 1.243 0.59 -0.79 -0.07 0.229
H -0.740 -2.064 1.342 -0.57 -0.02 -0.91 0.200
C 6.075 4.172 -0.132 0.03 -0.13 -0.19 -0.444
H -2.519 2.597 -4.256 0.48 -0.50 0.43 0.180
H -1.249 0.203 -1.578 -0.23 -0.85 -0.40 0.213
H 1.053 -0.357 -2.713 -0.87 -0.39 -0.48 0.189
C -3.550 3.842 -0.572 0.25 -0.06 -0.02 -0.447
H -1.041 -4.100 -0.925 0.09 -0.01 0.85 0.201
H -0.798 -5.648 1.309 0.28 1.07 0.18 0.214
H -3.853 5.903 -0.046 0.02 -0.08 -0.03 0.233
H 0.550 -0.847 -0.270 -0.81 -0.46 -0.28 0.204
Br -5.598 1.002 6.209 0.09 -0.05 0.01 -0.015
N 5.446 -1.617 0.888 -3.22 -0.26 0.93 -0.281
C -1.212 -3.830 0.147 -1.06 0.64 0.53 -0.415
H 1.637 -5.788 1.185 -0.34 0.76 -0.26 0.224
H -2.280 -4.112 0.370 0.99 0.14 -0.26 0.217
H -0.576 -2.521 -3.936 0.36 -0.04 0.17 0.360
H 5.858 5.219 0.066 0.00 -0.10 0.05 0.231
H -0.386 -0.287 -5.244 -0.03 0.45 0.95 0.202
H -2.763 4.108 -1.277 -0.03 0.03 0.06 0.230
H -2.144 -1.754 0.255 0.65 -0.68 0.08 0.214
H 6.947 4.103 -0.782 -0.02 -0.05 0.08 0.232
H 1.020 -5.244 -0.438 0.34 -0.01 1.03 0.211
H -2.932 4.994 1.170 -0.03 -0.07 -0.10 0.234
O 3.320 -1.033 1.479 1.61 0.48 -0.53 -0.437
Br 4.939 3.787 2.469 -0.03 -0.11 -0.05 -0.029
C -1.144 -2.255 0.306 0.87 0.39 0.35 -0.413
C 4.067 0.099 1.185 1.25 -1.62 -0.32 0.266
H -1.017 2.449 -3.247 -0.59 -0.56 -0.23 0.175
C -0.325 -4.636 1.168 0.66 -0.95 -0.90 -0.392
C -4.162 1.148 4.901 -0.18 0.22 0.09 -0.448
H -3.986 2.218 4.790 -0.02 -0.06 -0.07 0.231
H -1.828 -1.469 -2.214 0.42 0.86 0.12 0.207
H -2.618 1.837 -2.616 0.64 0.26 -0.75 0.180
C -3.742 4.937 0.446 -0.27 0.15 -0.01 -0.449
Br -5.389 4.687 1.454 0.11 -0.03 0.05 -0.011
Br 4.596 3.479 -1.195 -0.03 0.07 0.05 -0.022
H -3.852 0.823 2.802 -0.02 0.06 0.06 0.233
C 6.281 3.360 1.120 0.07 0.07 0.16 -0.453
C 0.075 -0.729 -3.131 -0.89 0.27 -0.05 -0.069
O -1.812 0.629 -4.075 1.13 1.08 -0.01 -0.552
C 4.238 -2.031 1.268 -0.10 -1.03 -0.30 0.319
```
Positions in Å, forces in eV/Å.

Summary:
**Highest occupied orbital energy**: -9.133 eV
**Frontier orbital gap**: 9.25 eV
**Max |F|**: 3.36 eV/A
**LUMO**: 0.12 eV
**Multiplicity**: 1
**Structure (SMILES)**: COC[C@H](N)CCCCCCCSc1nnco1.BrCCBr.BrCCBr.BrCCBr


> LUMO of number 2 (C18H35Br3Cl12OSi)?

0.18 eV